# 1
Molecular formula: C34H52O26Rb2
Method: DFT, the ωB97M-V functional and the def2-TZVPD basis

Element x y z (Å)
Rb1 -0.465 -2.167 1.132
Rb2 0.626 -2.257 -2.418
O1 -1.765 -0.564 0.475
C1 -0.969 -0.319 -0.650
C2 0.626 -0.471 -0.577
O2 1.270 -1.737 -0.551
H1 -1.150 0.716 -0.939
H2 -1.399 -0.913 -1.456
H3 1.058 0.131 0.223
H4 1.043 0.032 -1.450
C3 -0.577 2.635 -0.363
C4 0.846 2.072 -0.721
C5 1.144 1.853 -2.208
O3 2.439 2.276 -2.291
C6 2.676 3.094 -1.314
O4 3.723 3.703 -1.133
O5 1.732 3.126 -0.459
H5 -0.848 3.494 -0.977
H6 -0.796 2.845 0.684
H7 -1.258 1.945 -0.861
H8 1.204 1.240 -0.114
H9 0.491 2.466 -2.829
H10 1.006 0.810 -2.491
C7 -1.803 -0.178 3.515
C8 -0.514 0.523 3.076
C9 -0.440 0.846 1.573
O6 -0.025 2.133 1.428
C10 0.061 2.677 2.627
O7 0.509 3.803 2.847
O8 -0.476 1.879 3.509
H11 -1.543 -1.232 3.611
H12 -2.619 -0.080 2.800
H13 -2.139 0.016 4.534
H14 0.349 0.028 3.520
H15 -1.359 0.596 1.043
H16 0.313 0.227 1.086
C11 -3.000 1.695 1.424
C12 -2.488 1.878 0.014
C13 -3.071 0.837 -0.874
O9 -3.500 1.630 -2.020
C14 -3.382 2.955 -1.707
O10 -3.824 3.825 -2.465
O11 -3.015 3.121 -0.440
H17 -2.541 2.380 2.137
H18 -2.706 0.744 1.867
H19 -4.084 1.816 1.436
H20 -1.399 1.893 -0.007
H21 -3.873 0.257 -0.417
H22 -2.353 0.095 -1.226
C15 -3.073 -1.623 2.885
C16 -3.639 -1.130 1.579
C17 -3.520 -1.939 0.322
O12 -4.800 -2.258 -0.043
C18 -5.675 -1.665 0.773
O13 -6.870 -1.777 0.685
O14 -5.039 -0.942 1.657
H23 -3.166 -0.854 3.652
H24 -2.009 -1.845 2.798
H25 -3.693 -2.488 3.122
H26 -3.277 -0.117 1.407
H27 -2.945 -2.835 0.557
H28 -2.963 -1.399 -0.443
C19 -2.303 -2.476 -2.347
C20 -2.830 -1.002 -2.319
C21 -2.109 -0.057 -3.193
O15 -3.072 0.412 -4.076
C22 -4.190 -0.182 -3.896
O16 -5.162 -0.056 -4.589
O17 -4.102 -0.968 -2.816
H29 -1.438 -2.621 -1.699
H30 -1.972 -2.881 -3.304
H31 -3.062 -3.220 -2.107
H32 -2.882 -0.682 -1.279
H33 -1.346 -0.608 -3.742
H34 -1.548 0.659 -2.592
C23 2.163 -3.667 -0.929
C24 2.994 -2.616 -0.214
C25 3.023 -2.652 1.297
O18 4.340 -2.317 1.578
C26 5.115 -2.449 0.489
O19 6.351 -2.392 0.536
O20 4.345 -2.754 -0.589
H35 2.362 -4.696 -0.632
H36 2.306 -3.583 -2.007
H37 1.133 -3.404 -0.689
H38 2.733 -1.591 -0.478
H39 2.623 -3.588 1.688
H40 2.442 -1.814 1.682
C27 2.716 2.084 1.094
C28 1.852 0.866 1.495
C29 2.407 -0.533 1.249
O21 2.761 -1.081 2.481
C30 2.311 -0.247 3.470
O22 2.469 -0.291 4.663
O23 1.701 0.859 2.877
H41 2.246 2.953 1.555
H42 2.829 2.166 0.013
H43 3.696 1.969 1.556
H44 0.934 0.944 0.912
H45 3.231 -0.424 0.543
H46 1.703 -1.229 0.794
C31 2.577 -0.264 -1.588
C32 4.063 -0.224 -1.068
C33 4.914 0.590 -2.080
O24 5.163 1.786 -1.404
C34 4.805 1.753 -0.171
O25 5.126 2.635 0.681
O26 4.172 0.590 0.083
H47 1.995 -0.659 -0.755
H48 2.466 -0.892 -2.473
H49 2.265 0.717 -1.946
H50 4.455 -1.231 -0.922
H51 4.399 0.892 -2.992
H52 5.763 -0.020 -2.389

Cartesian forces, eV/Å:
1.87 -5.29 3.36
-3.32 -1.22 -9.82
0.42 0.31 -3.75
3.23 -0.82 1.56
-6.44 -1.33 -1.37
-9.49 2.97 5.42
2.16 -1.85 -0.06
2.32 0.08 0.63
-0.22 -3.25 -2.94
-3.20 -0.93 0.93
7.61 6.10 -11.11
-2.27 3.32 -1.13
-4.19 1.43 -0.43
1.21 0.26 -3.30
5.06 5.31 0.13
-2.88 -0.30 -1.49
-4.71 3.88 -2.01
0.99 0.54 -0.18
-1.10 1.82 -3.06
4.12 2.27 -5.00
-0.12 2.84 -2.79
-0.02 0.20 -0.13
-0.50 1.30 -1.20
6.14 4.51 1.13
-2.24 0.87 0.83
-2.77 -2.85 1.93
3.61 -0.44 8.62
1.66 4.46 2.80
-1.38 -2.83 -0.87
-0.52 0.26 2.40
2.07 2.64 1.70
2.82 1.96 1.19
0.22 1.00 0.09
-1.77 -0.26 0.03
0.98 1.24 1.32
-4.77 -1.73 2.37
-0.63 1.65 0.55
-9.93 -3.28 5.90
-1.85 3.93 0.37
-0.09 0.42 1.16
-3.65 2.10 -2.52
2.04 -2.20 2.14
0.90 0.21 -0.78
-0.23 0.71 -0.15
-0.12 2.90 -0.78
-0.16 -0.01 0.41
-5.80 -2.95 5.03
-0.84 0.70 -0.28
-1.16 5.92 1.23
-5.56 -6.31 -1.63
-1.00 0.99 0.01
1.03 -1.06 0.64
-1.12 -1.25 -1.04
-2.72 -0.56 -0.53
1.19 0.13 0.03
-0.63 0.69 1.83
-2.94 -3.16 0.26
-2.96 -2.22 -1.40
-0.02 -0.82 0.11
-1.32 -2.38 -0.55
-0.10 -0.62 -0.22
-1.76 -2.19 2.03
-0.47 -0.83 -0.75
-0.56 -5.64 -2.51
2.05 -0.29 -1.11
3.22 1.79 -1.62
-3.64 -0.50 -0.99
0.78 -0.23 0.80
-2.32 -0.94 0.20
-1.12 -0.27 0.48
0.03 0.58 -0.58
-0.28 0.43 0.56
-1.66 -3.14 -3.06
0.08 0.04 -0.53
-0.56 0.75 -1.06
1.05 -1.70 0.59
2.35 -1.85 0.40
-0.83 -5.29 -4.04
1.70 -0.63 0.10
3.70 -1.52 1.09
-3.85 0.25 -0.78
2.63 -2.34 0.50
0.45 0.06 0.03
0.72 -0.74 0.35
0.73 -1.86 0.38
3.03 -3.35 0.16
0.86 -0.62 0.42
-0.94 -8.69 -2.52
0.90 -2.31 4.02
6.93 0.89 -0.03
-1.08 5.41 -0.58
0.78 8.79 9.91
1.17 2.83 1.19
-0.57 -0.97 -2.15
2.55 -0.17 1.06
0.30 -0.05 -0.30
1.25 -1.83 3.81
-0.97 0.13 0.54
4.60 2.07 3.01
-1.37 -1.13 2.41
0.09 1.26 1.11
6.77 2.21 -0.50
0.24 1.84 -4.35
-0.58 -1.21 -0.51
1.97 0.32 -1.73
3.83 3.36 4.30
-0.24 -4.07 -3.60
2.51 0.42 -0.43
4.58 1.48 -2.39
0.77 -0.17 0.16
2.72 -2.50 1.04
0.08 1.81 -0.45
-0.24 -0.34 0.03
0.71 0.66 0.32

ΔE to the lowest compared entry with this formula, charge and spin   1640.49 kcal per mole
Molecular weight   1047.70 g mol⁻¹
E_HOMO   -0.30667 Eh
F_max   14.8 eV/Å
Gap between HOMO and LUMO   6.821 eV


# 2
Molecular formula: C26H66N3O6
Method: DFT, the ωB97M-V functional and the def2-TZVPD basis

Element x y z (Å)
C1 -2.471 1.267 2.304
C2 -2.685 2.782 2.295
C3 -3.429 3.405 1.088
C4 -3.488 2.566 -0.190
C5 -4.635 1.557 -0.203
C6 -4.834 0.887 -1.560
C7 -3.778 -0.186 -1.834
C8 -4.081 -1.462 -1.061
N1 -2.860 -2.266 -0.925
C9 -2.601 -3.135 0.019
N2 -3.521 -3.535 0.940
N3 -1.401 -3.752 0.049
O1 -0.375 -3.085 -0.603
C10 0.666 -2.715 0.338
C11 1.777 -2.036 -0.439
C12 2.648 -1.299 0.575
C13 2.571 -3.084 -1.222
C14 3.619 -2.566 -2.229
C15 3.296 -1.192 -2.814
C16 3.772 -3.577 -3.362
H1 -3.390 0.730 2.550
H2 -2.089 0.886 1.353
H3 -1.738 1.002 3.068
H4 -3.254 3.022 3.196
H5 -1.729 3.286 2.429
H6 -4.444 3.688 1.370
H7 -2.928 4.342 0.839
H8 -2.533 2.054 -0.349
H9 -3.632 3.223 -1.051
H10 -5.553 2.072 0.088
H11 -4.463 0.790 0.561
H12 -5.829 0.437 -1.625
H13 -4.780 1.644 -2.345
H14 -2.800 0.193 -1.524
H15 -3.721 -0.416 -2.900
H16 -4.437 -1.224 -0.058
H17 -4.849 -2.046 -1.571
H18 -2.113 -2.109 -1.591
H19 -3.298 -3.370 1.911
H20 -4.488 -3.356 0.715
H21 -1.141 -4.206 0.918
H22 1.033 -3.624 0.829
H23 0.237 -2.052 1.098
H24 1.301 -1.333 -1.129
H25 3.403 -0.679 0.095
H26 3.157 -2.036 1.199
H27 2.057 -0.656 1.229
H28 1.877 -3.738 -1.758
H29 3.072 -3.706 -0.471
H30 4.585 -2.510 -1.719
H31 3.364 -0.386 -2.085
H32 3.992 -0.961 -3.620
H33 2.288 -1.176 -3.240
H34 4.529 -3.258 -4.079
H35 2.827 -3.692 -3.900
H36 4.058 -4.561 -2.987
C17 -3.309 5.780 -4.131
C18 -4.211 6.284 -3.023
O2 -4.025 5.564 -1.805
H37 -3.488 4.720 -4.318
H38 -3.490 6.329 -5.056
H39 -2.257 5.906 -3.864
H40 -5.262 6.151 -3.279
H41 -4.042 7.353 -2.856
H42 -3.106 5.681 -1.539
C19 3.667 -5.575 2.178
C20 3.862 -4.293 2.959
O3 2.624 -3.660 3.304
H43 3.100 -5.396 1.262
H44 4.633 -6.011 1.925
H45 3.124 -6.312 2.775
H46 4.405 -3.556 2.367
H47 4.450 -4.488 3.859
H48 2.132 -4.274 3.859
C21 7.383 -8.970 2.600
C22 7.465 -7.677 3.386
O4 6.178 -7.155 3.712
H49 6.814 -8.826 1.682
H50 8.381 -9.326 2.339
H51 6.894 -9.751 3.187
H52 7.948 -6.898 2.797
H53 8.058 -7.819 4.295
H54 5.723 -7.807 4.255
C23 -1.915 5.199 6.661
C24 -1.337 4.397 5.513
O5 -1.276 5.140 4.300
H55 -2.913 5.559 6.410
H56 -1.979 4.592 7.564
H57 -1.287 6.065 6.884
H58 -1.970 3.537 5.289
H59 -0.344 4.015 5.776
H60 -0.711 5.906 4.445
C25 0.747 7.025 -6.632
C26 -0.156 7.495 -5.510
O6 0.040 6.748 -4.309
H61 0.578 5.968 -6.839
H62 0.562 7.594 -7.544
H63 1.798 7.156 -6.364
H64 -1.204 7.352 -5.772
H65 -0.003 8.562 -5.315
H66 0.956 6.868 -4.036

Cartesian forces, eV/Å:
0.05 -0.01 0.05
-0.25 -0.02 0.15
0.25 -0.08 -0.12
-0.13 -0.06 -0.13
0.01 -0.08 0.09
0.05 -0.03 -0.04
-0.01 0.04 0.03
0.04 -0.03 0.10
0.11 -0.16 -0.17
-0.01 -0.12 0.14
-0.12 0.22 -0.16
-0.07 0.66 0.34
0.01 -0.32 -0.06
-0.05 0.06 0.02
0.02 -0.11 0.13
0.07 -0.02 -0.01
0.01 0.09 -0.02
0.03 0.00 0.01
-0.06 -0.05 -0.08
0.01 -0.11 0.01
-0.03 -0.01 -0.09
-0.01 0.01 0.00
0.00 0.01 0.03
0.09 0.11 0.04
0.07 -0.06 -0.09
-0.04 -0.06 -0.02
-0.03 0.06 0.09
0.02 0.07 -0.03
0.02 0.09 0.09
-0.01 0.02 -0.04
-0.09 0.07 0.04
-0.01 0.01 -0.03
-0.04 -0.01 0.01
0.00 -0.02 -0.03
0.03 0.00 -0.02
0.02 0.02 -0.01
-0.02 -0.01 0.00
-0.02 -0.04 0.00
0.09 -0.27 -0.02
0.04 0.08 0.04
0.05 -0.22 -0.17
0.01 0.02 0.02
-0.06 0.03 -0.06
0.03 0.09 0.05
0.02 -0.06 -0.05
0.01 0.10 0.10
0.01 0.02 -0.02
-0.08 0.06 0.01
0.01 -0.13 -0.12
-0.02 0.15 0.03
-0.03 0.00 0.05
0.01 0.03 0.01
0.02 -0.01 -0.04
0.02 -0.01 0.01
0.01 0.03 -0.02
0.00 -0.01 0.02
0.02 -0.07 0.03
0.00 0.02 0.02
0.09 -0.03 -0.02
-0.02 0.01 -0.01
-0.02 0.00 0.00
0.00 0.02 -0.03
0.00 0.01 -0.01
-0.03 0.00 0.00
-0.03 0.02 0.02
-0.08 0.02 -0.04
0.03 0.02 0.04
-0.12 -0.11 -0.12
0.02 0.02 0.00
-0.01 -0.03 0.01
0.02 -0.01 0.01
0.02 -0.02 0.00
0.01 0.02 -0.01
0.04 0.05 0.05
-0.05 0.01 -0.01
0.02 0.03 0.01
-0.04 -0.05 0.02
0.01 0.00 0.00
0.01 0.00 0.00
0.01 0.00 0.00
0.02 -0.01 0.00
0.00 0.02 0.00
0.02 0.02 -0.01
-0.02 0.03 -0.03
0.00 -0.01 0.00
0.06 0.02 0.00
0.00 0.00 0.01
0.00 -0.01 0.00
0.00 -0.01 0.01
0.01 -0.01 0.02
0.00 -0.01 -0.01
-0.04 -0.01 -0.01
-0.01 -0.04 0.02
0.05 -0.01 0.05
0.04 0.03 -0.02
0.00 0.00 -0.01
-0.01 0.01 0.00
0.00 0.01 -0.01
0.00 0.01 -0.01
-0.03 0.01 -0.02
-0.03 -0.02 0.02

Net charge   +1
Molecular weight   516.83 g mol⁻¹
E_HOMO   -0.43118 Eh
F_max   0.7 eV/Å
Gap between HOMO and LUMO   9.356 eV


# 3
Molecular formula: C5H7N3O2
Method: DFT, the ωB97M-V functional and the def2-TZVPD basis

Element x y z (Å)
C1 -0.394 0.480 1.465
C2 0.645 -0.499 1.661
C3 -1.100 0.513 0.328
C4 1.072 -1.268 0.661
C5 -0.890 -0.481 -0.774
N1 0.457 -0.981 -0.958
N2 1.264 -0.096 -1.622
N3 2.125 -2.197 0.699
O1 2.397 -2.672 1.789
O2 2.711 -2.449 -0.336
H1 -0.585 1.177 2.267
H2 1.106 -0.596 2.636
H3 -1.887 1.238 0.185
H4 -1.524 -1.354 -0.568
H5 -1.199 -0.063 -1.735
H6 2.141 -0.544 -1.856
H7 1.406 0.807 -1.166

Cartesian forces, eV/Å:
-0.45 0.36 -0.47
0.73 -0.79 -0.01
0.16 0.06 0.21
-2.71 1.93 -3.84
-0.17 -0.14 -0.04
1.40 -1.46 4.07
0.39 0.79 -0.62
0.75 -0.60 0.40
0.09 -0.09 0.04
0.02 -0.01 -0.11
-0.05 0.06 0.01
0.01 -0.09 0.04
-0.10 0.14 0.09
-0.01 0.08 -0.02
-0.01 -0.06 0.05
-0.14 0.07 0.07
0.09 -0.25 0.12

ΔE to the lowest compared entry with this formula, charge and spin   143.94 kcal per mole
Molecular weight   141.13 g mol⁻¹
SMILES   NN1CC=CC=C1[N+](=O)[O-]
E_HOMO   -0.33354 Eh
F_max   5.1 eV/Å
Gap between HOMO and LUMO   8.198 eV


# 4
Molecular formula: C2H7S2
Method: DFT, the ωB97M-V functional and the def2-TZVPD basis

Element x y z (Å)
C1 -1.999 1.067 0.814
S1 -1.500 -0.217 -0.370
H1 -1.406 1.991 0.773
H2 -1.932 0.662 1.824
H3 -3.001 1.466 0.625
H4 0.176 -1.077 0.601
C2 1.968 -0.683 -0.974
S2 1.494 -1.633 0.493
H5 1.105 -0.591 -1.572
H6 2.701 -1.263 -1.515
H7 2.394 0.278 -0.699

Cartesian forces, eV/Å:
0.03 0.53 -0.07
-0.20 0.12 -0.10
0.41 -0.31 0.01
-0.20 0.20 0.13
-0.26 -0.46 0.11
0.52 -0.15 -0.48
0.71 -0.39 0.86
-0.21 0.00 0.50
-1.02 0.45 -0.71
0.33 -0.13 -0.14
-0.10 0.14 -0.11

Net charge   -1
ΔE to the lowest compared entry with this formula, charge and spin   13.92 kcal per mole
Molecular weight   95.21 g mol⁻¹
E_HOMO   -0.09750 Eh
F_max   1.3 eV/Å
Gap between HOMO and LUMO   6.402 eV


# 5
Molecular formula: C4H11NO2
Method: DFT, the ωB97M-V functional and the def2-TZVPD basis

Element x y z (Å)
C1 -0.429 -0.207 1.770
O1 -1.369 0.584 2.498
C2 -0.435 0.126 0.290
C3 0.655 -0.641 -0.461
C4 1.202 0.110 -1.663
O2 2.135 1.095 -1.227
N1 -1.749 -0.201 -0.281
H1 -0.617 -1.270 1.966
H2 0.561 0.039 2.146
H3 -2.181 0.074 2.575
H4 -0.239 1.197 0.211
H5 1.502 -0.799 0.209
H6 0.250 -1.607 -0.742
H7 1.644 -0.584 -2.376
H8 0.413 0.621 -2.225
H9 2.959 1.008 -1.720
H10 -2.455 0.295 0.253
H11 -1.846 0.159 -1.223

Cartesian forces, eV/Å:
-0.01 0.03 0.09
-0.06 -0.15 -0.11
-0.25 -0.24 -0.30
0.03 0.41 0.29
-0.14 -0.03 -0.24
0.27 0.02 -0.09
-0.15 0.00 0.29
0.08 0.06 -0.26
0.07 0.02 0.19
0.03 0.09 0.06
0.20 0.23 0.07
0.05 -0.14 -0.02
-0.05 -0.21 -0.12
0.27 -0.10 0.05
-0.18 0.00 0.12
-0.27 0.01 0.10
-0.05 0.03 0.00
0.16 -0.03 -0.12

ΔE to the lowest compared entry with this formula, charge and spin   29.58 kcal per mole
Molecular weight   105.14 g mol⁻¹
SMILES   N[C@@H](CO)CCO
E_HOMO   -0.34654 Eh
F_max   0.5 eV/Å
Gap between HOMO and LUMO   10.326 eV